1.
C3H12NO2 | the ωB97M-V functional and the def2-TZVPD basis

The spin multiplicity is 1. Its gap between HOMO and LUMO is 11.0464 eV. The value obtained for the molar mass is 94.13 g/mol. For the LUMO energy, the calculation gives -3.10 eV. Its net charge is +1. As for the HOMO energy: -0.52001 hartree. The largest force on an atom is 1.468 eV Å⁻¹. The calculation puts the energy above the lowest of the compared OMol25 structures with the same formula, charge and spin at 83.89 kJ/mol.

XYZ file:
```
18
Properties=species:S:1:pos:R:3:mulliken_charge:R:1
C -1.620 0.167 -1.424 -1.199
C -0.262 0.751 -1.282 0.681
C 0.764 0.565 -2.098 -0.957
N -0.050 1.568 -0.067 -0.240
H -1.776 -0.812 -0.962 0.285
H -2.328 0.947 -1.116 0.337
H -1.891 -0.090 -2.445 0.387
H 1.748 0.899 -1.773 0.259
H 0.724 -0.060 -2.975 0.327
H -0.884 2.009 0.323 0.375
H 0.671 2.271 -0.234 0.410
H 0.374 0.865 0.689 0.357
H 0.619 -0.952 1.704 0.392
H 1.461 0.307 2.285 0.342
O 0.621 0.015 1.927 -0.729
H -0.157 -2.933 2.673 0.363
H 1.372 -2.807 2.683 0.350
O 0.614 -2.713 2.093 -0.741
```

2.
C2H11NO3 | the ωB97M-V functional and the def2-TZVPD basis

The spin multiplicity is 1. Its gap between HOMO and LUMO is 9.8549 eV. The value obtained for the molar mass is 97.11 g/mol. For the LUMO energy, the calculation gives 0.55 eV. Its net charge is 0. As for the HOMO energy: -0.34212 hartree. The largest force on an atom is 2.773 eV Å⁻¹. The calculation puts the energy above the lowest of the compared OMol25 structures with the same formula, charge and spin at 94.30 kJ/mol.

XYZ file:
```
17
Properties=species:S:1:pos:R:3:mulliken_charge:R:1
N -1.329 -1.227 -1.892 -0.627
C -0.563 -0.185 -1.224 -0.292
C 0.957 -0.170 -1.362 -0.416
O 1.460 0.942 -0.721 -0.563
H -1.286 -1.077 -2.895 0.271
H -0.858 -2.120 -1.753 0.235
H -0.783 -0.188 -0.153 0.160
H -0.867 0.782 -1.631 0.325
H 1.192 -0.214 -2.437 0.269
H 1.463 -1.079 -1.015 0.284
H 1.728 1.052 0.195 0.383
O 1.131 1.873 1.969 -0.701
H 0.310 1.427 2.186 0.328
H 1.099 2.366 1.137 0.342
O -0.995 -0.388 3.184 -0.623
H -0.732 -1.304 3.392 0.312
H -1.927 -0.491 3.019 0.313
```

3.
C8H14F3NO3Si2 | the ωB97M-V functional and the def2-TZVPD basis

The spin multiplicity is 1. Its gap between HOMO and LUMO is 9.7126 eV. The value obtained for the molar mass is 285.37 g/mol. For the LUMO energy, the calculation gives 0.60 eV. Its net charge is 0. As for the HOMO energy: -0.33489 hartree. The largest force on an atom is 2.366 eV Å⁻¹.

XYZ file:
```
31
Properties=species:S:1:pos:R:3:mulliken_charge:R:1
C 4.640 -2.135 0.656 0.311
C 3.526 -2.553 0.453 -0.779
Si 1.750 -2.738 -0.027 0.497
O 0.747 -1.886 0.984 -0.171
Si 0.773 -0.214 0.963 0.346
C 2.213 0.525 -0.037 -0.882
O 1.995 1.966 0.057 -0.293
C 2.839 2.740 -0.643 0.905
F 3.253 3.730 0.109 -0.272
F 2.226 3.274 -1.660 -0.272
F 3.897 2.132 -1.076 -0.253
C -0.813 0.610 0.341 -0.638
C -2.056 -0.223 0.329 0.198
O -2.117 -1.364 0.679 -0.539
N -3.235 0.497 -0.130 0.018
C -3.587 -0.067 -1.443 -1.068
C -4.342 0.346 0.833 -0.887
H 5.551 -1.686 0.899 0.404
H 1.553 -2.402 -1.446 -0.133
H 1.421 -4.164 0.137 -0.186
H 0.979 0.224 2.359 -0.184
H 3.137 0.281 0.465 0.487
H 2.222 0.259 -1.087 0.502
H -0.631 1.036 -0.640 0.448
H -0.996 1.463 0.983 0.408
H -4.352 0.546 -1.901 0.378
H -3.998 -1.068 -1.315 0.401
H -2.702 -0.094 -2.064 0.316
H -5.137 -0.257 0.408 0.314
H -4.741 1.329 1.056 0.290
H -4.015 -0.106 1.758 0.335
```

4.
C41H100Cl14O27S9 | the ωB97M-V functional and the def2-TZVPD basis

The spin multiplicity is 1. Its gap between HOMO and LUMO is 10.3005 eV. The value obtained for the molar mass is 1810.17 g/mol. For the LUMO energy, the calculation gives -0.06 eV. Its net charge is 0. As for the HOMO energy: -0.38057 hartree. The largest force on an atom is 4.281 eV Å⁻¹.

XYZ file:
```
191
Properties=species:S:1:pos:R:3:mulliken_charge:R:1
Cl 6.395 -6.797 -4.074 -0.204
C 5.384 -8.277 -3.697 -0.408
C 4.358 -8.462 -4.811 -0.408
Cl 4.978 -9.200 -6.274 -0.178
H 4.945 -8.142 -2.708 0.292
H 6.077 -9.111 -3.584 0.308
H 3.887 -7.501 -5.018 0.311
H 3.522 -9.090 -4.503 0.287
Cl -3.279 -6.679 5.169 -0.189
C -2.344 -5.200 4.804 -0.454
C -0.928 -5.443 4.197 -0.271
Cl 0.088 -6.454 5.154 -0.178
H -2.294 -4.590 5.705 0.302
H -2.932 -4.574 4.132 0.302
H -0.515 -4.445 4.045 0.244
H -0.971 -5.787 3.164 0.244
Cl 0.394 4.745 -6.806 -0.180
C 0.004 3.101 -6.264 -0.376
C -1.364 3.117 -5.552 -0.441
Cl -1.225 4.030 -4.038 -0.179
H 0.807 2.686 -5.654 0.321
H -0.151 2.508 -7.165 0.255
H -1.744 2.106 -5.403 0.291
H -2.127 3.638 -6.130 0.311
Cl 1.067 6.724 7.512 -0.208
C 2.401 5.602 7.215 -0.378
C 3.499 5.866 8.331 -0.358
Cl 3.013 5.233 9.925 -0.172
H 2.638 5.746 6.161 0.254
H 2.020 4.594 7.378 0.280
H 3.821 6.908 8.310 0.340
H 4.400 5.334 8.024 0.244
Cl 4.059 -0.600 9.636 -0.195
C 2.898 -1.675 8.781 -0.502
C 1.514 -1.028 8.555 -0.307
Cl 0.655 -0.797 10.089 -0.189
H 2.846 -2.535 9.448 0.327
H 3.321 -1.962 7.818 0.313
H 0.978 -1.820 8.030 0.235
H 1.653 -0.092 8.015 0.318
Cl -0.428 9.412 1.868 -0.187
C -1.483 7.965 1.613 -0.441
C -2.687 8.026 2.534 -0.381
Cl -3.575 9.536 2.124 -0.191
H -0.897 7.079 1.853 0.282
H -1.791 7.898 0.569 0.329
H -2.342 8.076 3.566 0.304
H -3.351 7.188 2.320 0.286
Cl -2.718 -5.655 -0.723 -0.166
C -3.536 -7.237 -1.043 -0.418
C -2.588 -8.289 -1.568 -0.351
Cl -1.476 -8.736 -0.232 -0.194
H -4.114 -7.005 -1.938 0.211
H -4.251 -7.401 -0.237 0.367
H -1.901 -7.923 -2.331 0.227
H -3.135 -9.138 -1.978 0.325
O -11.579 -4.320 2.612 -0.599
S -11.030 -3.194 3.328 1.168
O -10.745 -3.189 4.775 -0.599
O -9.600 -2.856 2.551 -0.321
C -8.794 -1.829 3.180 -0.157
C -7.989 -1.101 2.059 -1.091
C -12.046 -1.733 2.859 -0.864
H -8.216 -2.300 3.975 0.298
H -9.497 -1.202 3.729 0.254
H -7.586 -0.192 2.505 0.337
H -8.621 -0.912 1.192 0.286
H -7.172 -1.703 1.661 0.299
H -13.049 -2.153 2.935 0.375
H -11.775 -1.365 1.870 0.297
H -11.879 -0.945 3.593 0.319
O 5.464 4.169 -4.542 -0.569
S 6.252 5.199 -3.891 1.105
O 7.200 4.760 -2.894 -0.588
O 7.071 6.065 -5.070 -0.343
C 7.954 7.109 -4.652 -0.370
C 7.552 8.444 -5.429 -1.037
C 5.153 6.579 -3.388 -0.741
H 8.939 6.856 -5.043 0.333
H 8.057 7.182 -3.570 0.360
H 8.259 9.265 -5.312 0.366
H 6.635 8.952 -5.129 0.293
H 7.415 8.348 -6.506 0.299
H 4.418 6.622 -4.191 0.313
H 5.706 7.516 -3.461 0.238
H 4.700 6.324 -2.430 0.339
O -4.256 0.406 6.325 -0.591
S -4.772 1.797 6.510 1.118
O -4.413 2.822 5.546 -0.591
O -6.373 1.669 6.569 -0.282
C -7.075 2.813 6.236 -0.277
C -8.468 2.775 6.929 -1.177
C -4.584 2.465 8.226 -0.884
H -7.183 2.984 5.165 0.336
H -6.604 3.731 6.588 0.373
H -8.353 2.469 7.969 0.313
H -9.087 1.976 6.521 0.269
H -9.024 3.708 6.836 0.373
H -4.722 1.606 8.883 0.328
H -5.391 3.136 8.521 0.323
H -3.640 2.988 8.377 0.367
O 5.276 -1.679 -11.041 -0.567
S 4.103 -1.875 -10.247 1.125
O 3.084 -0.892 -9.934 -0.553
O 3.237 -3.226 -10.775 -0.315
C 3.993 -4.390 -11.141 -0.218
C 3.163 -5.177 -12.190 -1.190
C 4.526 -2.600 -8.578 -0.976
H 4.198 -4.950 -10.228 0.322
H 4.964 -4.163 -11.580 0.361
H 3.535 -6.194 -12.315 0.357
H 3.204 -4.743 -13.189 0.300
H 2.132 -5.075 -11.850 0.306
H 3.653 -3.050 -8.107 0.308
H 4.784 -1.729 -7.975 0.398
H 5.411 -3.230 -8.667 0.342
O 6.698 -6.577 2.447 -0.607
S 7.837 -5.750 2.887 1.129
O 8.008 -4.377 2.345 -0.594
O 7.885 -5.723 4.575 -0.312
C 7.110 -6.674 5.215 -0.154
C 7.108 -6.292 6.714 -1.185
C 9.403 -6.575 2.548 -0.867
H 7.459 -7.696 5.063 0.298
H 6.142 -6.547 4.731 0.364
H 8.144 -6.491 6.988 0.293
H 6.413 -6.841 7.350 0.361
H 6.926 -5.233 6.897 0.304
H 9.409 -7.500 3.125 0.300
H 10.209 -5.879 2.779 0.319
H 9.441 -6.726 1.469 0.352
O -1.273 -2.880 -5.759 -0.570
S -1.503 -4.017 -6.675 1.140
O -0.524 -5.059 -6.890 -0.594
O -2.902 -4.748 -6.188 -0.322
C -3.305 -5.922 -6.891 -0.213
C -4.801 -6.115 -6.801 -1.253
C -2.121 -3.388 -8.351 -0.882
H -2.706 -6.649 -6.342 0.320
H -2.916 -6.022 -7.904 0.396
H -5.272 -5.806 -5.868 0.321
H -5.108 -7.143 -6.993 0.353
H -5.259 -5.410 -7.494 0.302
H -1.303 -2.874 -8.855 0.368
H -2.900 -2.650 -8.159 0.314
H -2.480 -4.171 -9.018 0.316
O -6.792 4.725 -0.626 -0.545
S -8.175 4.813 -1.091 1.088
O -9.304 4.274 -0.273 -0.613
O -8.531 6.384 -1.507 -0.275
C -9.882 6.808 -1.647 -0.197
C -9.941 8.364 -1.867 -1.154
C -8.267 4.122 -2.805 -0.912
H -10.633 6.497 -0.921 0.341
H -10.262 6.336 -2.553 0.258
H -9.471 8.724 -2.783 0.297
H -9.458 8.857 -1.023 0.330
H -10.967 8.679 -1.677 0.367
H -7.588 4.773 -3.354 0.322
H -9.260 4.251 -3.235 0.311
H -7.886 3.106 -2.910 0.381
O 0.885 0.663 2.642 -0.530
S 0.771 0.659 1.216 0.998
O 1.273 1.817 0.442 -0.591
O 1.521 -0.724 0.635 -0.281
C 2.073 -0.647 -0.719 -0.030
C 2.682 -2.001 -1.086 -1.287
C -1.026 0.243 0.649 -0.845
H 2.814 0.143 -0.845 0.306
H 1.342 -0.484 -1.511 0.266
H 3.460 -1.912 -1.845 0.366
H 1.996 -2.823 -1.291 0.300
H 3.242 -2.457 -0.269 0.350
H -1.156 -0.800 0.938 0.297
H -0.922 0.435 -0.419 0.302
H -1.703 0.876 1.224 0.378
O 7.783 6.556 5.320 -0.589
S 7.935 5.723 4.102 1.090
O 8.995 4.742 4.056 -0.574
O 6.500 4.993 3.824 -0.275
C 6.460 3.729 3.246 -0.288
C 6.222 2.662 4.260 -1.129
C 8.007 6.696 2.494 -0.881
H 7.282 3.383 2.618 0.333
H 5.681 3.639 2.489 0.396
H 6.950 2.616 5.070 0.312
H 6.189 1.661 3.831 0.371
H 5.243 2.801 4.720 0.256
H 8.928 7.274 2.430 0.355
H 7.152 7.364 2.398 0.318
H 8.032 5.959 1.691 0.305
```

What did the second record say?
C2H11NO3 | the ωB97M-V functional and the def2-TZVPD basis

The spin multiplicity is 1. Its gap between HOMO and LUMO is 9.8549 eV. The value obtained for the molar mass is 97.11 g/mol. For the LUMO energy, the calculation gives 0.55 eV. Its net charge is 0. As for the HOMO energy: -0.34212 hartree. The largest force on an atom is 2.773 eV Å⁻¹. The calculation puts the energy above the lowest of the compared OMol25 structures with the same formula, charge and spin at 94.30 kJ/mol.

XYZ file:
```
17
Properties=species:S:1:pos:R:3:mulliken_charge:R:1
N -1.329 -1.227 -1.892 -0.627
C -0.563 -0.185 -1.224 -0.292
C 0.957 -0.170 -1.362 -0.416
O 1.460 0.942 -0.721 -0.563
H -1.286 -1.077 -2.895 0.271
H -0.858 -2.120 -1.753 0.235
H -0.783 -0.188 -0.153 0.160
H -0.867 0.782 -1.631 0.325
H 1.192 -0.214 -2.437 0.269
H 1.463 -1.079 -1.015 0.284
H 1.728 1.052 0.195 0.383
O 1.131 1.873 1.969 -0.701
H 0.310 1.427 2.186 0.328
H 1.099 2.366 1.137 0.342
O -0.995 -0.388 3.184 -0.623
H -0.732 -1.304 3.392 0.312
H -1.927 -0.491 3.019 0.313
```

- Which formula does entry 1 have?
  C3H12NO2

- Which of these has the lowest gap between HOMO and LUMO?
  C8H14F3NO3Si2

- gap between HOMO and LUMO of number 4 (C41H100Cl14O27S9)?
  10.3005 eV